[1]
C12H27F2N3O12 | wB97M-V/def2-TZVPD

The net charge is 0. For the HOMO energy, the calculation gives -6.0 eV. Its spin multiplicity is 1. The LUMO energy comes out at -3.015 eV. The HOMO-LUMO gap is 2.9 eV.

Cartesian coordinates (Å):
N 5.985695 1.636550 3.259999
H 5.034624 1.970449 3.195955
H 6.677027 2.309823 2.961921
H 6.158985 0.785532 2.744390
H 6.269019 1.467488 4.214591
N -0.446034 -0.419397 1.994408
H -1.014953 -0.875167 2.693484
H -1.020891 -0.019338 1.266681
H 0.226051 -1.034631 1.558655
H 0.076508 0.362909 2.361889
N 3.358924 -3.506442 5.399848
H 2.392412 -3.392816 5.129563
H 3.468372 -4.284752 6.034154
H 3.624133 -2.603167 5.765707
H 4.015077 -3.610957 4.639169
C -4.708881 -3.197433 5.553253
C -3.701634 -2.156018 6.112321
O -2.520234 -2.347112 5.851387
O -4.081534 -1.195475 6.791225
H -4.958466 -4.015684 6.228709
H -4.260511 -3.769993 4.741312
H -5.656709 -2.733571 5.280186
C 5.818165 -1.945799 -1.811787
C 5.134129 -2.210910 -0.469973
O 5.885893 -2.178141 0.551764
O 3.865921 -2.306796 -0.411669
H 5.703852 -2.849497 -2.410415
H 6.888076 -1.737686 -1.803464
H 5.238586 -1.210207 -2.369536
C 0.185097 5.807219 1.856855
C 0.416475 4.720649 2.978561
O -0.275474 4.713261 4.001585
O 1.356506 3.945919 2.735050
H -0.231848 6.755614 2.195648
H -0.378475 5.452055 0.994097
H 1.196012 6.096243 1.569447
C 1.780095 1.238905 -6.138566
C 0.431711 0.493313 -6.282986
O -0.219385 0.870689 -5.134292
C 0.588865 1.484652 -4.211966
O 0.347208 1.757957 -3.042634
O 1.854936 1.374731 -4.755830
F 0.727547 -0.814582 -6.170491
H 1.664905 2.183268 -6.670552
H 2.668411 0.779403 -6.571997
H -0.132589 0.698768 -7.192635
C -6.941359 -0.961086 -5.195424
C -6.895324 0.586331 -4.863182
O -6.056082 0.730135 -3.752842
C -5.733453 -0.500390 -3.258952
O -4.958504 -0.646481 -2.322151
O -6.137157 -1.471129 -4.154895
F -8.073575 1.195445 -4.638360
H -6.213154 -1.147046 -5.984875
H -7.918401 -1.424769 -5.331421
H -6.504592 1.149159 -5.710918

Atomic forces in eV per Å
N 1.1 -0.1 0.5
H -0.6 0.3 -0.2
H -0.1 0.7 -0.7
H -0.3 -0.7 -0.7
H -0.4 -0.2 0.7
N 0.4 0.5 -0.5
H -0.3 -0.2 0.6
H -0.6 0.1 -0.4
H 0.2 -0.6 -0.2
H 0.2 0.6 0.7
N 0.4 0.7 -0.2
H -0.6 -0.4 -0.6
H 0.0 -0.1 0.6
H 0.1 0.2 1.1
H -0.1 -0.5 -1.1
C -0.1 -0.2 0.0
C -1.3 0.4 0.8
O 3.3 -1.3 -1.5
O -1.5 0.2 0.3
H 0.1 0.3 0.7
H 0.0 0.5 -0.5
H 0.1 0.0 -0.2
C -0.7 -0.8 -0.7
C -1.0 1.1 1.6
O 0.1 -0.1 0.0
O 1.4 -0.1 -0.6
H 0.0 -0.2 -0.1
H -0.2 0.3 0.4
H 0.2 0.3 0.1
C 0.7 0.3 0.7
C -0.9 1.0 0.0
O -0.6 0.3 0.1
O 1.5 -1.4 -0.7
H -0.6 -0.3 0.3
H 0.1 -0.2 0.1
H 0.0 -0.2 -0.5
C -1.1 0.3 -1.4
C 2.3 0.6 0.0
O -2.2 1.3 1.0
C 1.3 -1.9 2.2
O 0.3 -0.3 -4.0
O 0.1 1.6 1.4
F -0.4 -1.4 -0.3
H 0.1 0.5 0.3
H -0.3 -0.5 0.4
H -0.2 -0.1 0.3
C 1.8 1.8 0.3
C 0.3 -0.1 -1.6
O -0.8 -0.7 -0.1
C 2.9 -0.5 0.7
O -2.7 0.0 -2.4
O -0.2 -0.3 3.1
F -1.0 -0.3 0.7
H -1.1 0.2 -1.1
H 0.1 0.1 0.3
H 0.5 -0.1 0.1

=====

[2]
C3H6O3 | wB97M-V/def2-TZVPD

The net charge is 0. For the HOMO energy, the calculation gives -10.3 eV. Its SMILES is O=C(O)CCO. Its spin multiplicity is 1. The LUMO energy comes out at 0.577 eV. The HOMO-LUMO gap is 10.8 eV.

Cartesian coordinates (Å):
O -0.066451 1.149567 2.290099
C 0.146871 0.372185 1.398773
O 0.968114 -0.692691 1.553178
C -0.441021 0.477050 0.030525
C -0.257162 -0.643563 -1.033099
O -0.397757 -0.022359 -2.298039
H 1.428806 -0.689665 2.389632
H -0.053690 1.502455 -0.181966
H -1.538213 0.656061 0.062399
H -0.998741 -1.408843 -0.830800
H 0.750594 -1.055084 -0.867270
H 0.458651 0.354888 -2.513432

Atomic forces in eV per Å
O 0.1 0.1 -0.1
C -0.4 -0.8 1.0
O -0.1 -0.3 -1.2
C -1.0 0.7 -0.1
C 1.5 1.7 1.4
O -0.2 -0.8 -0.2
H 0.0 0.4 0.7
H 0.0 -0.8 -1.0
H 0.7 0.0 0.6
H -0.1 -0.1 -0.5
H -0.3 -0.2 -0.4
H 0.0 0.1 -0.1

=====

[3]
CH4NO3S | wB97M-V/def2-TZVPD

The net charge is -1. For the HOMO energy (alpha / beta), the calculation gives -4.6 / -4.6 eV. Its spin multiplicity is 1. The LUMO energy (alpha / beta) comes out at 4.155 / 4.155 eV. The HOMO-LUMO gap (alpha / beta) is 8.8 / 8.8 eV.

Cartesian coordinates (Å):
C -1.041807 -0.911777 0.460200
N -0.857159 0.532421 0.091616
O 1.488824 -0.296914 -1.698577
O 2.055436 0.778998 0.529608
O 1.140424 2.067891 -1.361535
S 1.253968 0.741339 -0.708476
H -0.387585 -1.442580 1.278322
H -1.997154 -1.170837 0.959259
H -1.073216 -1.523743 -0.471081
H -0.581730 1.225202 0.920664

Atomic forces in eV per Å
C 0.4 -0.5 1.3
N 3.3 0.5 0.9
O -0.3 -0.5 1.1
O -0.9 -0.8 -1.1
O -0.2 -1.3 1.1
S -1.6 2.5 0.0
H -0.1 1.2 -1.7
H -0.3 0.9 -0.4
H 0.5 0.5 0.6
H -0.9 -2.5 -1.8

=====

[4]
C27H24Cl2IrN5O3S2 | wB97M-V/def2-TZVPD

The net charge is +1. For the HOMO energy (alpha / beta), the calculation gives -10.6 / -10.8 eV. Its spin multiplicity is 2. The LUMO energy (alpha / beta) comes out at -3.323 / -5.178 eV. The HOMO-LUMO gap (alpha / beta) is 7.3 / 5.6 eV.

Cartesian coordinates (Å):
Ir 0.006191 0.188693 -0.127503
Cl 5.507631 -2.156824 -3.418661
C 3.943475 -2.024229 -2.749347
C 3.707461 -1.074068 -1.793890
C 2.413308 -0.946551 -1.254976
N 2.001129 -0.091241 -0.295758
C 2.839429 0.482040 0.640079
O 4.031944 0.640827 0.560447
C 2.064706 0.719533 1.904513
C 2.683702 1.166476 3.050770
C 1.936496 1.265550 4.216976
C 0.598360 0.917659 4.182536
C 0.045408 0.486336 2.986345
N 0.766856 0.373060 1.875683
C 1.370068 -1.844468 -1.674147
C 1.648371 -2.813642 -2.674804
C 2.898825 -2.899846 -3.203080
Cl 3.227647 -4.071316 -4.408219
N 0.167399 -1.724159 -1.065141
C -0.912271 -1.822449 -2.018945
O -1.641266 -2.744781 -2.194474
C -0.942696 -0.539555 -2.802761
C -1.422468 -0.462305 -4.087285
C -1.287840 0.745155 -4.764648
C -0.677277 1.805034 -4.123095
C -0.240452 1.658403 -2.813188
N -0.378497 0.504635 -2.159754
H 4.501049 -0.419038 -1.473005
H 3.734444 1.416247 3.001774
H 2.391934 1.613559 5.133981
H -0.025911 0.987713 5.061862
H -1.007025 0.251003 2.898386
H 0.880148 -3.505302 -2.993665
H -1.870757 -1.338033 -4.535466
H -1.639666 0.846249 -5.782384
H -0.532043 2.753546 -4.619821
H 0.227015 2.469052 -2.275717
S -0.365670 2.505822 0.309735
C -2.017397 1.995159 0.107777
C -3.176679 2.754948 0.028778
C -4.369968 2.089549 -0.184506
C -4.383905 0.703140 -0.325601
C -3.196352 0.008772 -0.233826
N -2.043994 0.654019 -0.001951
H -3.126992 3.830268 0.122880
H -5.293878 2.649410 -0.248933
H -5.303673 0.164389 -0.499079
H -3.136712 -1.071933 -0.306103
C -3.238376 -1.406244 3.405511
C -2.059249 -2.360839 3.324141
S -1.330249 -2.287044 1.667075
O -2.402145 -2.806173 0.755676
C -0.118971 -3.612135 1.873316
C 1.070143 -3.199230 2.726279
H -3.690688 -1.449460 4.395719
H -3.993611 -1.690744 2.674209
H -2.954914 -0.368257 3.210937
H -2.402409 -3.392512 3.434880
H -1.285257 -2.169177 4.068832
H 0.177684 -3.839486 0.848450
H -0.658870 -4.473900 2.268479
H 1.531217 -2.285739 2.345301
H 1.827562 -3.982229 2.699487
H 0.796893 -3.044277 3.769720

Atomic forces in eV per Å
Ir 0.7 1.5 -0.6
Cl 0.1 0.0 -0.1
C -0.2 -0.2 -0.2
C -0.2 0.1 0.2
C 0.2 -0.6 0.0
N 0.0 0.6 -0.2
C -0.2 -0.3 0.1
O 0.1 0.1 -0.1
C 0.0 -0.1 0.0
C 0.0 0.0 0.0
C 0.1 0.0 0.0
C 0.0 0.0 -0.1
C -0.1 0.1 0.1
N -0.5 -0.5 -0.2
C 0.5 -0.3 -0.1
C -0.2 0.3 0.1
C 0.3 0.2 0.1
Cl 0.0 0.0 0.0
N -0.3 0.2 0.0
C 0.1 -0.3 0.4
O 0.1 0.0 -0.1
C -0.1 0.1 0.2
C 0.0 0.0 -0.1
C 0.0 -0.1 0.0
C 0.0 0.0 0.0
C 0.1 0.0 0.0
N -0.3 -0.3 0.0
H 0.0 0.0 0.0
H 0.0 0.0 0.0
H 0.0 0.0 0.0
H 0.0 0.0 0.0
H 0.1 0.0 0.0
H 0.0 0.0 0.0
H 0.0 0.0 0.0
H 0.0 0.0 0.0
H 0.0 0.0 0.0
H 0.0 0.0 0.0
S 0.1 0.0 0.0
C -0.1 0.1 0.1
C 0.0 0.0 0.0
C 0.0 0.0 0.0
C 0.0 0.0 0.0
C 0.0 -0.1 0.1
N 0.1 -0.1 0.0
H 0.0 0.0 0.0
H 0.0 0.0 0.0
H 0.0 0.0 0.0
H 0.0 0.0 0.0
C 0.0 0.0 0.0
C -0.1 -0.3 -0.1
S -0.4 -0.4 0.3
O 0.3 0.2 0.1
C -0.1 0.0 -0.1
C 0.0 0.0 -0.1
H 0.0 0.0 0.0
H 0.0 0.0 0.0
H 0.0 0.0 0.0
H 0.0 0.0 0.1
H 0.0 0.1 0.0
H 0.0 0.0 0.0
H 0.0 0.0 0.0
H 0.0 0.0 0.0
H 0.0 0.0 0.0
H 0.0 0.0 0.0